1.
{"formula": "C7H11N2", "method": "ωB97M-V/def2-TZVPD", "elements": ["C", "C", "C", "C", "C", "C", "C", "N", "N", "H", "H", "H", "H", "H", "H", "H", "H", "H", "H", "H"], "xyz": [[-0.2332, -0.3905, 2.5046], [0.8165, -0.3483, 1.6315], [-0.0200, 2.6763, -0.7434], [0.6116, 1.7210, -0.0754], [-0.0338, -1.3511, -0.8765], [-1.0850, 0.5152, 1.6877], [0.1511, 0.6632, 0.8197], [-0.1062, -2.6839, -0.7527], [0.4875, -0.8610, -1.9849], [-0.2589, -0.9601, 3.4229], [1.8503, -0.5239, 1.7214], [0.6096, 3.2830, -1.3340], [-1.0433, 2.8738, -0.7096], [1.6851, 1.8328, -0.2720], [-1.9766, 0.1209, 1.1675], [-1.4411, 1.4067, 2.2643], [-0.5017, -3.0178, 0.1110], [0.0972, -3.4332, -1.4650], [0.2409, 0.0758, -2.3375], [0.7102, -1.5039, -2.7001]], "e_lumo_ha": [-0.1990, -0.1990], "gap_ev": [7.07, 7.06], "e_homo_ha": [-0.45876, -0.45866], "charge": 1}

---

2.
{"formula": "C7H11N2O", "method": "ωB97M-V/def2-TZVPD", "elements": ["C", "C", "C", "C", "C", "C", "C", "N", "N", "O", "H", "H", "H", "H", "H", "H", "H", "H", "H", "H", "H"], "xyz": [[0.4158, -1.5431, 2.3808], [0.3147, -0.3453, -0.9028], [0.5681, -1.8361, 1.0608], [-0.7896, 1.8353, -0.7343], [0.2783, 0.3742, 1.3033], [0.6324, -3.0861, 0.4034], [-0.9945, 3.0689, -1.5365], [0.3892, -0.5970, 0.4307], [-0.1416, 0.8570, -1.2624], [0.2312, -0.2150, 2.5252], [0.5068, -1.9841, 3.3858], [0.9082, -1.0612, -1.6070], [-1.3180, 1.8086, 0.1996], [0.3458, 1.3656, 0.9756], [1.6137, -3.2940, -0.0486], [-0.1632, -3.0701, -0.2848], [0.5615, -3.9649, 1.1481], [-0.4419, 3.5205, -2.4356], [-1.0198, 3.9013, -0.8764], [-1.9977, 3.1238, -1.8744], [0.1007, 1.1416, -2.2506]], "e_lumo_ha": -0.1374, "gap_ev": 7.62, "e_homo_ha": -0.41725, "charge": 1}

---

3.
{"formula": "C7H11N2O", "method": "ωB97M-V/def2-TZVPD", "elements": ["C", "C", "C", "C", "C", "C", "N", "C", "N", "O", "H", "H", "H", "H", "H", "H", "H", "H", "H", "H", "H"], "xyz": [[3.7330, -1.1973, 0.0457], [2.4603, -1.0367, 0.0043], [1.1859, -1.1453, 0.2253], [0.0549, -0.0479, -0.2318], [0.5266, 1.3445, -0.1480], [-1.3113, -0.1812, 0.6943], [-2.3492, 0.6615, 0.1760], [-3.2403, -0.1151, -0.3658], [-2.9817, -1.3901, -0.1529], [-1.8589, -1.4688, 0.6348], [4.5258, -0.8255, 0.7452], [4.1870, -1.6853, -0.8310], [0.7492, -2.0829, 0.5344], [-0.2492, -0.2382, -1.3080], [0.1263, 1.9887, -0.9637], [1.6124, 1.3588, -0.1508], [0.3529, 1.8296, 0.7692], [-1.0114, -0.1799, 1.8189], [-2.2583, 1.6869, 0.1562], [-4.0802, 0.1271, -0.9157], [-3.4195, -2.3042, -0.1820]], "smiles": "C=C=C[C@H](C)[C@H]1[NH+]=CNO1", "e_lumo_ha": -0.1400, "gap_ev": 8.72, "e_homo_ha": -0.46062, "charge": 1}

---

4.
{"formula": "C7H11N2O2", "method": "ωB97M-V/def2-TZVPD", "elements": ["C", "C", "O", "O", "H", "H", "H", "C", "C", "C", "C", "C", "N", "N", "H", "H", "H", "H", "H", "H", "H", "H"], "xyz": [[-2.2227, 0.8072, 1.8552], [-2.2659, 2.2912, 2.0254], [-3.1699, 3.0077, 2.3494], [-1.1228, 2.9019, 1.6385], [-2.8565, 0.1500, 2.4361], [-1.2026, 0.4332, 1.9247], [-2.4648, 0.7593, 0.7842], [1.5839, -1.9487, -0.5346], [2.4620, -2.2129, -1.8185], [0.7394, -0.7371, -0.7641], [0.9220, 0.4849, -0.0934], [-0.8017, 0.6027, -1.3557], [-0.3408, -0.6443, -1.5674], [-0.0990, 1.2978, -0.4417], [1.1087, -2.9146, -0.3511], [2.2645, -1.6729, 0.2710], [3.4135, -1.6539, -1.7586], [1.5915, 0.5464, 0.7483], [-1.6451, 1.1052, -1.8038], [-0.5854, 2.3437, 1.0014], [1.9872, -1.6780, -2.6279], [2.7044, -3.2686, -1.9176]], "e_lumo_ha": 0.1377, "gap_ev": 7.50, "e_homo_ha": -0.13784, "charge": -1}

---

5.
{"formula": "C7H11N2O2S", "method": "ωB97M-V/def2-TZVPD", "elements": ["C", "C", "C", "C", "C", "C", "C", "N", "N", "O", "O", "S", "H", "H", "H", "H", "H", "H", "H", "H", "H", "H", "H"], "xyz": [[-0.2200, 0.0932, 0.6711], [-0.3554, -1.1912, 0.6681], [1.0507, 0.7633, 0.2699], [-1.4140, 0.9924, 0.8290], [-2.5957, 0.2676, 0.0828], [3.3534, 0.5168, -0.0014], [-2.3043, 0.4615, -1.5053], [2.1765, -0.0710, 0.2132], [-0.2321, -2.4585, 0.8344], [1.0624, 1.8671, -0.1519], [-2.7213, -1.0346, 0.3485], [4.6718, -0.5680, -0.1527], [-1.5560, 1.1368, 1.8572], [-1.1593, 1.8696, 0.3928], [-3.5312, 0.9060, 0.3283], [3.3724, 1.4405, -0.4780], [-3.0332, 1.2980, -2.0729], [-2.5826, -0.4901, -2.0541], [-1.2229, 0.7766, -1.6527], [2.1592, -0.9931, 0.5845], [-0.3809, -3.0110, 1.6562], [-0.1706, -2.9091, -0.0339], [5.6330, 0.3373, -0.6332]], "e_lumo_ha": [-0.1647, -0.2222], "gap_ev": [8.77, 3.91], "e_homo_ha": [-0.48677, -0.36592], "charge": 1}

---

6.
{"formula": "C7H11N2OS", "method": "ωB97M-V/def2-TZVPD", "elements": ["C", "N", "C", "C", "C", "C", "C", "N", "O", "C", "S", "H", "H", "H", "H", "H", "H", "H", "H", "H", "H", "H"], "xyz": [[1.4680, 0.1877, -1.1804], [1.0585, -0.9653, -0.3296], [1.3891, -0.5795, 1.0703], [0.7190, 0.3194, 1.7839], [-0.5046, 0.8931, 1.1375], [-1.2069, 0.1245, 0.2710], [-2.4172, 0.6923, -0.3026], [-3.1555, 1.2766, 0.6442], [-2.7112, 0.6057, -1.4627], [-0.7202, -1.1887, -0.3053], [-1.0587, -2.6314, 0.5749], [0.6899, 0.9097, -0.8396], [2.4480, 0.4553, -0.7314], [1.5063, -0.1415, -2.2220], [1.4489, -1.9605, -0.4437], [2.4066, -0.9324, 1.2409], [1.0358, 0.4773, 2.7882], [-0.8293, 1.9075, 1.4154], [-2.8796, 1.1902, 1.6300], [-4.0363, 1.6240, 0.4044], [-0.9771, -1.2056, -1.4461], [-1.2989, -3.3927, -0.4598]], "smiles": "C[N@H+]1C=CC=C(C(N)=O)[C@@H]1S", "e_lumo_ha": -0.1564, "gap_ev": 9.23, "e_homo_ha": -0.49546, "charge": 1}

---

7.
{"formula": "C7H11N3", "method": "ωB97M-V/def2-TZVPD", "elements": ["C", "C", "C", "C", "C", "C", "C", "N", "N", "N", "H", "H", "H", "H", "H", "H", "H", "H", "H", "H", "H"], "xyz": [[-0.3764, 1.5398, 0.6515], [-0.7883, 1.3505, -0.5618], [0.9483, -0.4892, 0.8183], [0.6326, -3.1290, -1.2012], [1.2771, -1.9531, -1.0746], [-0.9175, 2.7555, 1.4482], [-1.4863, 1.0408, -1.8555], [0.5198, 0.7241, 1.2755], [0.7928, -0.9015, -0.3284], [1.5613, -1.0905, 1.9150], [1.0254, -3.9773, -1.5968], [-0.2782, -3.2273, -0.6857], [2.1042, -1.8309, -1.6772], [-0.7465, 3.6880, 0.7912], [-2.0313, 2.7254, 1.5400], [-0.5637, 2.7392, 2.4702], [-0.6951, 1.1026, -2.7129], [-1.8116, -0.1055, -1.8223], [-2.2910, 1.8214, -2.0276], [1.6279, -2.1417, 1.8301], [1.4965, -0.6415, 2.8040]], "e_lumo_ha": [-0.0276, -0.0276], "gap_ev": [6.88, 6.88], "e_homo_ha": [-0.28030, -0.28034], "charge": 0}

---

8.
{"formula": "C7H11N3O2", "method": "ωB97M-V/def2-TZVPD", "elements": ["H", "N", "C", "C", "N", "C", "N", "H", "H", "H", "H", "C", "C", "O", "C", "C", "O", "H", "H", "H", "H", "H", "H"], "xyz": [[2.2011, -0.5337, -5.3922], [2.7405, -0.9829, -4.6511], [2.2004, -0.7967, -3.5004], [1.0066, -0.0436, -3.0678], [1.0356, 0.0949, -1.5921], [1.9732, -0.7405, -1.2314], [2.6961, -1.2866, -2.2694], [0.9975, 0.9359, -3.5695], [0.1059, -0.5839, -3.4321], [2.2416, -0.9858, -0.1932], [3.6593, -1.5637, -2.1135], [-0.1035, 1.0574, 0.7904], [-1.1681, 0.6310, 1.4613], [-1.2374, 0.5226, 2.8106], [-2.6082, 0.3328, 3.1982], [-2.6924, 0.2634, 4.7047], [-3.6918, 0.1014, 5.3519], [-0.2439, 1.1039, -0.3021], [0.8650, 1.2686, 1.2464], [-2.0319, 0.1755, 0.9414], [-3.1939, 1.1719, 2.8494], [-3.0484, -0.5687, 2.7452], [-1.7033, 0.4268, 5.2151]], "smiles": "[H]/N=C1\\CN=CN1.C=COCC=O", "e_lumo_ha": 0.0251, "gap_ev": 9.47, "e_homo_ha": -0.32282, "charge": 0}

---

9.
{"formula": "C7H11N3O2", "method": "ωB97M-V/def2-TZVPD", "elements": ["C", "N", "C", "C", "N", "C", "C", "C", "N", "C", "O", "O", "H", "H", "H", "H", "H", "H", "H", "H", "H", "H", "H"], "xyz": [[-0.7186, -0.8991, 2.0686], [-0.9586, 0.0091, 0.9430], [-2.2492, 0.3608, 0.4794], [0.1849, 0.5381, 0.3909], [1.3787, 0.0624, 0.7195], [2.3111, 0.4906, -0.3587], [2.2992, -0.5371, -1.4679], [1.1057, -0.3463, -2.2938], [0.1411, 0.4299, -2.1035], [0.3350, 1.3010, -0.9136], [-0.5083, 2.3544, -0.9979], [1.7049, 1.7266, -0.8331], [-1.0198, -0.3007, 3.0516], [-1.4087, -1.6718, 1.8294], [0.3382, -1.2423, 2.0756], [-2.8321, -0.5188, 0.1806], [-2.7648, 0.8248, 1.3630], [-1.9953, 0.9176, -0.4301], [3.2160, 0.7913, 0.0719], [3.1799, -0.4077, -2.1266], [2.4999, -1.5233, -1.0521], [1.0138, -1.1196, -3.0775], [-0.4202, 2.8066, -1.8431]], "smiles": "CN(C)C1=N[C@H]2CC=N[C@]1(O)O2", "e_lumo_ha": 0.0305, "gap_ev": 9.10, "e_homo_ha": -0.30405, "charge": 0}

---

10.
{"formula": "C7H11N3S", "method": "ωB97M-V/def2-TZVPD", "elements": ["C", "C", "C", "C", "N", "C", "C", "N", "H", "H", "H", "H", "H", "H", "H", "H", "H", "H", "C", "N", "S", "H"], "xyz": [[-3.2296, -1.6344, 0.3041], [-2.3896, -0.5790, -0.4243], [-1.2111, -0.1450, 0.5188], [-0.1255, 0.6099, -0.0643], [0.4532, 0.0952, -1.2055], [0.2903, 1.7560, 0.4810], [1.4601, 2.2659, 0.0081], [2.4077, 2.7370, -0.4835], [-4.1886, -1.6611, -0.1636], [-3.4735, -1.3794, 1.2971], [-2.7867, -2.5914, 0.3175], [-2.9913, 0.3063, -0.5483], [-2.0747, -1.1408, -1.4136], [-0.7102, -0.9701, 0.9920], [-1.5336, 0.2333, 1.4041], [0.8047, 0.6664, -1.9437], [-0.1796, -0.6074, -1.5690], [0.1498, 2.1938, 1.4476], [4.7792, 0.6988, 0.2267], [4.8272, -0.4651, 0.3691], [4.6076, -1.9938, 0.7163], [5.1141, 1.6049, -0.2668]], "smiles": "CCC/C(N)=C/C#N.C#[N+][S-]", "e_lumo_ha": 0.0217, "gap_ev": 8.92, "e_homo_ha": -0.30619, "charge": 0}

---

11.
{"formula": "C7H11N4", "method": "ωB97M-V/def2-TZVPD", "elements": ["C", "C", "C", "C", "C", "C", "C", "N", "N", "N", "N", "H", "H", "H", "H", "H", "H", "H", "H", "H", "H", "H"], "xyz": [[3.1995, -2.7815, -0.4595], [2.3451, -2.9986, 0.6605], [2.6649, -1.7266, -1.0509], [0.8793, -0.1684, -0.4671], [-2.1616, 1.6058, -0.0691], [-2.7610, 0.8964, 1.0685], [-1.2552, 1.1550, 1.0107], [1.3984, -2.1235, 0.7283], [1.5466, -1.2447, -0.3598], [-0.5587, -0.1177, 0.7143], [1.0049, 0.7726, -1.3572], [4.1661, -3.4104, -0.5563], [2.5574, -3.8521, 1.3213], [3.1312, -1.2602, -1.9743], [-2.1225, 1.0918, -0.9412], [-2.3608, 2.6536, -0.2755], [-3.2560, 1.6400, 1.6258], [-3.2575, 0.0175, 0.7100], [-0.8004, 1.9700, 1.5141], [-0.2793, -0.4487, 1.6173], [1.3496, 0.6804, -2.3443], [0.2015, 1.5198, -1.1512]], "e_lumo_ha": -0.1612, "gap_ev": 9.35, "e_homo_ha": -0.50484, "charge": 1}

---

How do the records compare in energy above the lowest of the compared OMol25 structures with the same formula, charge and spin? In the order shown, they have 121.9, 88.3, 110.0, 18.3, 119.3, 34.6, 107.0, 64.5, 47.2, 62.1, 133.6 kcal per mole.
How do the records compare in strongest force on any atom? In the order shown, they have 2.53, 4.06, 5.01, 2.30, 3.99, 3.51, 4.90, 2.59, 3.63, 4.77, 6.05 eV/Å.
How do the records compare in E_tot? In the order shown, they have -10406.4309, -12454.6057, -12453.6627, -14514.1692, -25334.9456, -23291.7103, -11902.0504, -16000.0600, -16000.8120, -22739.4603, -13386.3514 eV.